40
Properties=species:S:1:pos:R:3:nbo_charge:R:1 method="wB97M-V/def2-TZVPD" gap_ev=9.5 smiles="CCCCOC(=O)NCOc1ccccc1.C[N+](=O)[O-]" relative_energy_ev=4.602 lumo_energy_ev=0.170
C 3.30159 -1.72784 -1.12891 -0.607
C 2.87100 -0.68360 -2.18876 -0.402
C 1.79161 0.27662 -1.61350 -0.434
C 2.14318 1.76917 -1.73011 -0.067
O 1.60544 2.51823 -0.62686 -0.516
C 0.28551 2.78858 -0.74757 0.893
O -0.19198 3.21995 -1.78938 -0.631
N -0.53112 2.63426 0.38005 -0.661
C -0.59987 1.26752 0.92631 0.099
O -1.95516 0.87362 1.07909 -0.532
C -2.43131 0.13740 0.00595 0.352
C -2.73084 -1.18246 0.24802 -0.274
C -3.24086 -1.94396 -0.76795 -0.197
C -3.46025 -1.41934 -2.01668 -0.227
C -3.13153 -0.11296 -2.26993 -0.182
C -2.62193 0.65148 -1.24865 -0.306
H 4.36041 -1.97378 -1.24664 0.211
H 2.67167 -2.61378 -1.23703 0.211
H 3.17305 -1.37759 -0.10030 0.204
H 3.70143 -0.08739 -2.57321 0.200
H 2.38701 -1.24640 -2.99105 0.210
H 0.78592 0.11851 -2.02494 0.211
H 1.70470 0.07020 -0.54169 0.202
H 3.23099 1.84921 -1.63656 0.186
H 1.88977 2.19129 -2.70436 0.205
H -1.46169 2.89478 0.08071 0.402
H -0.15204 1.23585 1.92397 0.173
H -0.09608 0.51091 0.32120 0.178
H -2.56615 -1.60700 1.23184 0.226
H -3.48252 -2.98622 -0.58440 0.215
H -3.89151 -2.03705 -2.79705 0.215
H -3.26268 0.33444 -3.24788 0.219
H -2.37186 1.68998 -1.45037 0.227
C 0.12753 -0.30696 5.00807 -0.484
N 0.57722 -1.56719 4.35495 0.536
O 0.66196 -1.57559 3.14424 -0.380
O 0.82747 -2.50060 5.08448 -0.371
H -0.05901 0.43407 4.23942 0.227
H -0.78029 -0.53177 5.55991 0.237
H 0.92122 0.01538 5.67555 0.236

19
Properties=species:S:1:pos:R:3:mulliken_spin:R:1 method="wB97M-V/def2-TZVPD" gap_ev="12.4 / 6.3" charge=+1 relative_energy_ev=1.478 multiplicity=2 lumo_energy_ev="-3.201 / -9.266"
H -0.50726 -0.55340 -0.87654 -0.036
O -0.62796 -0.50274 -2.11821 0.687
N -0.27549 -0.38259 0.31017 0.320
H -0.29111 -1.25208 -2.64693 -0.021
H 0.63578 0.23650 0.40972 -0.007
C -0.01104 -1.75171 0.83847 0.002
H 1.05676 -2.01258 0.69671 0.000
H -0.17163 -1.88606 1.88720 0.011
H -0.59485 -2.46449 0.25805 0.006
C -1.35586 0.32566 1.00157 -0.001
H -1.10669 1.37807 1.17054 0.003
H -2.27597 0.38416 0.41796 0.019
H -1.60892 0.01284 2.01592 0.013
O 0.58352 1.56460 -1.47062 0.002
H -0.28797 1.97351 -1.37692 0.002
H 0.30671 0.66127 -1.78093 -0.005
O 1.93526 1.31875 0.68252 0.008
H 2.89076 1.27141 0.78370 0.000
H 1.70596 1.67890 -0.20236 -0.001

62
Properties=species:S:1:pos:R:3:nbo_charge:R:1 method="wB97M-V/def2-TZVPD" gap_ev=5.4 charge=+1 lumo_energy_ev=-5.539
C -5.29441 1.58111 -0.26077 -0.621
C -5.16238 0.47691 0.78367 0.028
C -6.28832 0.66861 1.81780 -0.617
C -5.35666 -0.88639 0.12501 -0.624
C -3.73914 0.58694 1.48776 -0.555
C -2.49761 0.27166 0.71630 0.626
C -2.15207 -1.13960 0.68100 -0.788
C -1.49880 1.18081 0.15307 -0.578
H -4.62717 1.37424 -1.10470 0.203
H -6.33803 1.64673 -0.62985 0.240
H -4.99429 2.54339 0.18233 0.215
H -6.28662 -0.12560 2.57916 0.219
H -6.20865 1.62853 2.34222 0.220
H -7.27788 0.64005 1.32695 0.236
H -5.09068 -1.69055 0.82158 0.212
H -6.40616 -1.03008 -0.18271 0.242
H -4.71196 -0.98669 -0.75423 0.200
H -3.78570 1.58301 1.96718 0.261
H -3.78788 -0.15091 2.31743 0.263
H -2.59832 -1.66925 1.55131 0.257
H -2.45992 -1.61528 -0.27472 0.314
H -1.05487 -1.22649 0.72182 0.294
H -1.58043 1.14035 -0.97803 0.317
H -1.68065 2.21853 0.43928 0.259
C 3.36446 5.86308 0.27497 -0.644
C 2.41127 4.67442 0.29935 0.017
C 1.50227 4.45587 1.37589 -0.210
C 0.74058 3.27832 1.46591 -0.212
C 0.85878 2.31404 0.46376 -0.001
C 0.15083 0.97581 0.55256 -0.186
C 0.94843 -0.07976 -0.27289 -0.078
C 2.37035 -0.25696 -0.30969 -0.177
C 2.96120 -1.27740 -1.08218 -0.266
C 2.16914 -2.22202 -1.74842 0.315
O 2.63599 -3.43129 -2.23801 -0.499
C 3.64541 -4.11804 -1.56181 0.292
C 3.26098 -5.26012 -0.85391 -0.260
C 4.28196 -5.95542 -0.20634 -0.183
C 5.61637 -5.53157 -0.23112 -0.225
C 5.92797 -4.35340 -0.93695 -0.183
C 4.95016 -3.61066 -1.61611 -0.277
C 0.79512 -1.97351 -1.81363 -0.216
C 0.22544 -0.86052 -1.19077 -0.239
C 1.56015 2.62836 -0.72203 -0.220
C 2.39217 3.75027 -0.77290 -0.205
H 4.31336 5.64140 -0.23190 0.229
H 2.88025 6.68381 -0.27197 0.233
H 3.68405 6.24305 1.25530 0.231
H 1.37096 5.17704 2.19070 0.225
H 0.06601 3.08776 2.30981 0.210
H 0.00224 0.62191 1.59034 0.220
H 3.04803 0.50120 0.14203 0.239
H 4.04345 -1.29769 -1.19525 0.239
H 2.21500 -5.58762 -0.86216 0.234
H 4.01078 -6.85177 0.33649 0.219
H 6.38271 -6.09987 0.32565 0.231
H 6.95923 -3.98957 -0.93996 0.221
H 5.22249 -2.71064 -2.19163 0.230
H 0.16355 -2.64664 -2.38238 0.226
H -0.78334 -0.58215 -1.53812 0.192
H 1.48621 1.94754 -1.60186 0.230
H 3.04456 3.83268 -1.63962 0.226

108
Properties=species:S:1:pos:R:3:mulliken_charge:R:1 method="wB97M-V/def2-TZVPD" gap_ev=7.3 charge=+1 relative_energy_ev=0.000 lumo_energy_ev=-2.452
Y 0.41957 0.22030 -0.19561 -0.781
N 1.28070 4.75171 -1.18389 -0.288
C 1.35705 3.58328 -0.47969 0.086
S 2.32937 2.30520 -1.08551 -0.416
N 0.68783 3.52599 0.64287 -2.018
N 0.78607 2.30587 1.23490 2.372
C 0.90597 2.30864 2.50319 -1.774
C 1.11874 1.04195 3.19094 0.956
C 1.40033 1.01596 4.55351 -0.975
C 1.73119 -0.18784 5.14998 -1.064
C 1.81269 -1.31754 4.35103 -0.753
C 1.49561 -1.20302 3.00683 -1.293
N 1.10503 -0.06438 2.43246 3.299
H 2.05773 4.92834 -1.79901 0.305
H 0.93860 5.55128 -0.67216 0.249
H 0.94620 3.24096 3.06330 0.158
H 1.38135 1.93823 5.12073 0.576
H 1.95322 -0.23875 6.20827 0.474
H 2.11409 -2.27625 4.74926 0.491
H 1.54789 -2.07337 2.36393 -0.078
C 4.53214 0.89810 2.88265 -1.534
C 4.15273 1.06224 1.40745 2.156
C 5.27682 1.79357 0.66773 -1.798
C 3.89728 -0.27678 0.77808 0.337
C 4.82065 -1.33139 0.82006 -1.276
C 4.20478 -2.37541 0.17572 -0.687
N 2.99674 -1.96209 -0.22982 0.038
N 2.78419 -0.66252 0.12426 0.002
B 1.98172 -2.87853 -0.89817 -0.796
N 0.80659 -3.16294 0.05732 -0.169
C 0.42680 -4.37726 0.47795 -0.781
C -0.63794 -4.22366 1.33317 -0.780
C -0.86195 -2.84146 1.38565 -0.479
N 0.01962 -2.20191 0.60103 2.161
C -1.94440 -2.16858 2.17965 2.531
C -3.33964 -2.68909 1.76202 -1.670
C -1.71825 -2.40503 3.67782 -1.901
N 1.46664 -2.34223 -2.23608 0.051
C 1.61389 -3.04361 -3.36829 -0.686
C 0.90496 -2.41961 -4.35968 -1.405
C 0.32283 -1.30357 -3.74377 -0.086
N 0.67561 -1.25182 -2.44045 0.392
C -0.57397 -0.33925 -4.47797 3.803
C -0.24742 -0.30338 -5.97356 -2.017
C -2.06993 -0.60629 -4.29142 -1.136
H 4.59156 1.87467 3.36864 0.385
H 5.51106 0.42224 2.98008 0.457
H 3.81183 0.28448 3.41997 0.187
H 3.24748 1.65643 1.33306 -0.854
H 6.20920 1.22819 0.73605 0.398
H 5.44316 2.77507 1.11709 0.409
H 5.03268 1.93630 -0.38352 0.378
H 5.80397 -1.31973 1.25976 0.588
H 4.53491 -3.38062 -0.03167 0.492
H 2.51947 -3.92682 -1.11485 -0.163
H 0.95060 -5.25887 0.14451 0.577
H -1.17966 -4.99872 1.85066 0.601
H -1.87144 -1.10502 1.96520 -1.645
H -3.27307 -3.65683 1.26573 0.356
H -3.84176 -2.00705 1.07728 0.174
H -3.98945 -2.81095 2.63098 0.490
H -1.71829 -3.47384 3.90109 0.447
H -2.52270 -1.95313 4.26337 0.544
H -0.76613 -1.98989 4.01514 0.250
H 2.21147 -3.94009 -3.37943 0.498
H 0.82094 -2.72347 -5.38821 0.527
H -0.37753 0.64240 -4.08441 -2.170
H -0.50932 -1.24346 -6.46350 0.452
H 0.81193 -0.10727 -6.15036 0.444
H -0.82787 0.48474 -6.45655 0.441
H -2.32256 -1.64020 -4.53568 0.370
H -2.63962 0.04627 -4.95698 0.537
H -2.37936 -0.38149 -3.27282 -0.040
C 0.92500 2.47766 -3.84403 -1.676
C -0.30991 2.56638 -3.00551 -0.835
N -0.69542 1.86602 -1.93555 2.589
C -1.96482 2.34560 -1.64074 -0.831
C -2.33395 3.31528 -2.50867 -1.560
N -1.27046 3.44107 -3.36343 0.272
H 1.50408 1.59315 -3.60723 0.095
H 1.56540 3.33990 -3.66323 0.408
H 0.64875 2.45912 -4.90137 0.544
H -2.53543 1.90633 -0.85973 0.656
H -3.23169 3.90120 -2.60434 0.458
H -1.19300 4.08730 -4.13053 0.185
C -2.10454 1.40203 3.68808 -0.781
P -2.44509 1.68212 1.94046 1.812
C -4.14940 1.13701 1.71967 -1.049
C -2.47525 3.46688 1.72010 -0.966
O -1.49480 0.97491 1.00298 -0.109
H -2.90170 1.84578 4.28777 0.585
H -1.15855 1.85959 3.97091 0.266
H -2.05456 0.33524 3.89257 -0.036
H -4.79953 1.66364 2.42055 0.539
H -4.22405 0.06374 1.89280 0.210
H -4.46794 1.34757 0.69872 0.293
H -3.23520 3.92183 2.35669 0.472
H -2.68839 3.69274 0.67481 0.261
H -1.49303 3.88661 1.93777 0.349
N -5.24143 -1.30132 -1.68161 -0.878
N -3.86656 -1.40935 -1.57602 1.466
N -3.22315 -2.50901 -1.87778 -1.009
C -1.98835 -2.19090 -1.52193 -1.174
N -1.91486 -0.94017 -1.02658 1.523
N -3.13824 -0.46411 -1.05929 -0.817
H -5.55437 -1.92696 -2.41515 0.306
H -5.47232 -0.34670 -1.93152 0.261
H -1.15851 -2.86758 -1.62692 0.243

87
Properties=species:S:1:pos:R:3:mulliken_charge:R:1 method="wB97M-V/def2-TZVPD" gap_ev=5.4 charge=-1 relative_energy_ev=0.259 lumo_energy_ev=1.672
Ba -0.24262 -0.31258 0.98362 1.041
C 3.49078 0.38153 -2.31719 -1.509
C 2.92944 -0.88379 -1.74424 0.844
C 3.38774 -1.35003 -0.51164 -0.616
C 2.95480 -2.55490 0.02636 0.573
C 3.52001 -3.07568 1.31347 -1.480
C 1.99054 -3.28671 -0.67748 -0.427
C 1.51200 -2.84439 -1.90001 1.158
C 0.54066 -3.66379 -2.69963 -1.690
C 1.99288 -1.64269 -2.42483 -0.373
H 3.58066 1.15136 -1.54936 0.198
H 2.86062 0.77495 -3.11516 0.248
H 4.48438 0.19692 -2.73365 0.507
H 4.10415 -0.75098 0.04075 0.257
H 4.08587 -2.29922 1.82864 0.340
H 4.19879 -3.90992 1.12414 0.387
H 2.71674 -3.42011 1.96807 0.168
H 1.62588 -4.21622 -0.25540 0.219
H 1.01446 -4.07136 -3.59626 0.419
H -0.31520 -3.07181 -3.03044 0.230
H 0.16282 -4.50567 -2.12009 0.331
H 1.63145 -1.29748 -3.38814 0.306
O 1.95255 -1.47998 6.70566 -0.518
C 0.52506 -1.47421 6.58582 -1.590
C 0.11281 -1.28733 5.11960 2.666
C -1.41253 -1.37795 5.08265 -1.138
O -1.88827 -2.69058 5.36536 -0.617
C 0.62307 0.11541 4.67118 -1.101
Se -0.50389 1.38848 3.63916 -0.726
C 0.75086 -2.45864 4.34528 -1.783
Se -0.08624 -3.06855 2.66177 -0.646
H 2.16485 -1.69586 7.61723 0.309
H 0.10930 -0.64776 7.17748 0.455
H 0.12017 -2.42235 6.95666 0.500
H -1.76494 -1.04490 4.10521 0.299
H -1.85836 -0.71116 5.82557 0.562
H -1.69314 -3.20004 4.56223 0.280
H 1.57993 -0.02332 4.16034 0.252
H 0.86723 0.67995 5.57224 0.370
H 0.74056 -3.33266 4.99925 0.398
H 1.79881 -2.22269 4.16153 0.569
C -3.53720 2.87334 -0.94858 -0.808
C -2.61862 2.12251 -0.19531 -0.418
N -2.49419 0.82209 -0.29948 0.074
C -3.28879 0.15927 -1.15920 -0.482
C -4.25625 0.81255 -1.93365 1.368
C -4.35784 2.21090 -1.81977 -0.728
C -5.08737 0.05248 -2.82577 -0.877
C -4.96690 -1.29039 -2.91051 -0.891
C -3.99894 -1.99396 -2.11316 1.341
C -3.88320 -3.39770 -2.13655 -0.740
C -2.96073 -4.00648 -1.33151 -0.915
C -2.13456 -3.19893 -0.52872 -0.666
N -2.21294 -1.89022 -0.49851 0.473
C -3.14737 -1.28094 -1.25904 -0.217
H -3.57337 3.94632 -0.83230 0.451
H -1.96071 2.62853 0.50318 0.439
H -5.08039 2.74504 -2.42472 0.403
H -5.81645 0.58820 -3.42101 0.413
H -5.59752 -1.86907 -3.57365 0.403
H -4.53390 -3.97535 -2.78205 0.406
H -2.84534 -5.08032 -1.30260 0.458
H -1.38755 -3.64877 0.11784 0.468
N 1.05410 1.28880 -0.38358 -0.334
C 1.09362 2.33317 -1.06302 -1.000
C 2.01224 3.47331 -0.67276 0.574
C 2.23938 3.69643 0.68804 -0.541
C 3.13743 4.66371 1.09770 -0.793
C 3.83974 5.41443 0.15964 -0.394
C 3.62654 5.19606 -1.19010 -0.874
C 2.70864 4.23775 -1.60179 -0.025
C 0.17402 2.55939 -2.24146 0.679
C -0.40153 1.44790 -2.85803 -0.176
C -1.36131 1.58963 -3.84078 -0.731
C -1.77875 2.85786 -4.23183 -0.738
C -1.21709 3.97135 -3.62972 -0.939
C -0.24619 3.82226 -2.64813 -0.063
H 1.71039 3.08133 1.40584 0.498
H 3.29716 4.82923 2.15617 0.424
H 4.55272 6.16193 0.48405 0.377
H 4.17736 5.76966 -1.92637 0.376
H 2.54294 4.06762 -2.65968 0.455
H -0.09024 0.46986 -2.51198 0.828
H -1.79418 0.70810 -4.30113 0.483
H -2.53680 2.96944 -4.99664 0.427
H -1.53866 4.96551 -3.91664 0.393
H 0.17391 4.70287 -2.17848 0.464

18
Properties=species:S:1:pos:R:3:nbo_charge:R:1 method="wB97M-V/def2-TZVPD" gap_ev="5.6 / 5.6" charge=-2 relative_energy_ev=5.093 lumo_energy_ev="5.927 / 5.927"
C 0.03219 -1.09483 -0.44568 -0.163
C -1.42134 -0.92860 -0.26323 -0.547
C 1.13882 -0.30142 -0.23359 -0.557
C -1.16551 1.74674 -0.97702 0.703
C -2.23221 -0.01462 0.33525 0.696
C -0.37846 1.55940 1.45560 -0.600
N -1.17370 1.65416 0.27643 -0.493
O -1.61406 2.31875 -1.96538 -0.645
O 3.08526 -1.40915 0.89566 -1.054
O -3.36473 0.25061 0.64851 -0.607
O 3.56382 -0.18198 -1.12630 -1.038
O 2.21366 -2.28725 -1.27553 -1.064
S 2.62025 -1.08354 -0.48231 2.381
H 0.31574 -1.96250 -0.97369 0.237
H -1.99721 -1.90667 -0.30686 0.212
H -0.65938 0.77321 2.12043 0.161
H 1.08030 0.43799 0.36942 0.220
H -0.04345 2.42969 1.94830 0.157

6
Properties=species:S:1:pos:R:3:nbo_charge:R:1 method="wB97M-V/def2-TZVPD" gap_ev="6.3 / 7.0" relative_energy_ev=2.224 lumo_energy_ev="-1.210 / -1.088"
C -0.22062 -0.83842 0.29808 -0.782
P -2.55891 -1.49903 1.55467 0.470
S -3.20786 0.32526 1.61697 -0.415
I -1.65539 -1.67948 -1.00218 0.344
I 1.56602 -2.01944 0.61700 0.194
H -0.31558 0.22157 0.30929 0.189

37
Properties=species:S:1:pos:R:3:nbo_charge:R:1 method="wB97M-V/def2-TZVPD" gap_ev=3.1 charge=-1 lumo_energy_ev=-0.202
F -1.48225 0.11952 4.95440 -0.334
C -0.74974 0.72616 4.00086 0.970
F -0.45216 1.98603 4.36965 -0.334
F 0.38053 0.02977 3.77315 -0.336
C -1.55072 0.75967 2.71292 -0.181
C -1.35677 1.77332 1.78773 -0.210
C -2.00176 1.74198 0.57341 -0.262
C -2.85625 0.67690 0.25493 -0.169
S -3.56086 0.57810 -1.24976 -0.478
C -3.07067 -0.32595 1.21015 -0.253
C -2.41824 -0.27875 2.42025 -0.213
H -0.67973 2.57491 2.03221 0.203
H -1.83829 2.51630 -0.15922 0.210
H -3.72757 -1.14669 0.96973 0.209
H -2.55627 -1.05651 3.15300 0.202
O -3.38844 -1.27944 -6.59770 -0.876
S -3.22021 -0.57122 -5.28493 1.981
O -4.35573 0.00839 -4.48544 -0.830
C -1.89616 -1.26227 -4.20146 0.779
F -2.38261 -2.34886 -3.59935 -0.288
F -0.85551 -1.54783 -4.98553 -0.305
F -1.58395 -0.30621 -3.32622 -0.265
C -2.24389 0.89357 -5.67569 -0.360
C -2.42022 1.98942 -4.88141 -0.089
C -1.66143 3.11980 -5.17161 0.045
N -1.52139 4.37759 -4.62254 0.394
O -2.16915 4.74553 -3.61014 -0.382
O -0.62837 5.14090 -5.27149 -0.059
N -0.16810 4.38132 -6.24289 -0.117
C -0.75292 3.16035 -6.21665 0.067
C -0.58857 2.00838 -7.03334 0.051
N 0.32315 1.99333 -8.15331 0.501
O 1.07799 2.95553 -8.33098 -0.350
O 0.30740 1.01220 -8.90691 -0.390
C -1.34303 0.89590 -6.74320 -0.120
H -3.12898 1.97970 -4.06150 0.311
H -1.23416 0.01206 -7.35853 0.280

Listing calculated total energy for the structures above in their given order: -27019.6801; -9907.3787; -31609.9600; -84307.6007; -181048.4203; -28860.7048; -37375.5108; -69338.7296 eV.
Listing strongest force on any atom for the structures above in their given order: 2.2; 2.0; 1.4; 0.6; 0.8; 7.4; 3.0; 6.0 eV/A.